[1]
{"formula": "C22H38BN4O3P", "method": "the ωB97M-V functional and the def2-TZVPD basis", "species": ["C", "C", "O", "B", "O", "P", "O", "C", "C", "C", "C", "H", "H", "H", "H", "H", "H", "H", "H", "H", "H", "H", "H", "H", "H", "H", "H", "H", "H", "N", "C", "C", "C", "C", "H", "H", "H", "H", "H", "N", "C", "C", "C", "C", "H", "H", "H", "H", "H", "N", "C", "C", "C", "C", "H", "H", "H", "H", "H", "N", "C", "C", "C", "C", "H", "H", "H", "H", "H"], "xyz": [[5.088, -4.089, 2.119], [3.788, -3.398, 1.781], [4.071, -2.158, 1.139], [3.508, -0.965, 1.424], [4.054, 0.129, 0.827], [1.915, -0.798, 2.551], [2.896, 0.082, 3.721], [0.788, -1.756, 1.339], [-0.442, -2.394, 1.978], [-1.205, -3.266, 0.980], [-1.367, -1.327, 2.599], [5.603, -3.581, 2.936], [5.749, -4.095, 1.252], [4.900, -5.123, 2.415], [3.190, -3.217, 2.680], [3.181, -4.003, 1.102], [3.656, 0.964, 1.072], [1.152, 0.368, 2.382], [1.619, -1.748, 3.564], [2.730, -0.158, 4.637], [0.466, -1.054, 0.556], [1.386, -2.530, 0.844], [-0.086, -3.050, 2.785], [-1.755, -2.650, 0.261], [-1.927, -3.912, 1.487], [-0.526, -3.902, 0.406], [-1.384, -1.353, 3.691], [-1.058, -0.320, 2.307], [-2.402, -1.444, 2.268], [-0.986, 3.110, -1.320], [0.070, 2.353, -1.765], [0.693, 1.817, -0.670], [-0.022, 2.253, 0.476], [-1.043, 3.056, 0.046], [-1.617, 3.627, -1.905], [0.293, 2.276, -2.818], [1.552, 1.165, -0.699], [0.182, 2.006, 1.504], [-1.804, 3.581, 0.598], [-2.367, 3.521, 3.658], [-1.529, 2.444, 3.769], [-0.462, 2.818, 4.540], [-0.664, 4.177, 4.910], [-1.847, 4.581, 4.353], [-3.234, 3.529, 3.155], [-1.763, 1.509, 3.291], [0.375, 2.193, 4.804], [-0.013, 4.786, 5.515], [-2.360, 5.527, 4.394], [-1.980, -0.198, -2.542], [-1.310, -1.355, -2.837], [-2.242, -2.336, -3.051], [-3.524, -1.747, -2.875], [-3.327, -0.428, -2.562], [-1.544, 0.683, -2.321], [-0.233, -1.387, -2.861], [-2.030, -3.361, -3.302], [-4.479, -2.237, -2.969], [-4.031, 0.360, -2.355], [-0.652, 0.932, -5.431], [-0.335, 0.111, -6.476], [-0.421, 0.847, -7.629], [-0.807, 2.165, -7.263], [-0.943, 2.183, -5.900], [-0.684, 0.646, -4.469], [-0.083, -0.922, -6.312], [-0.231, 0.481, -8.624], [-0.969, 3.000, -7.923], [-1.221, 2.982, -5.233]], "forces_ev_per_a": [[0.1, -0.1, 0.1], [-0.2, 0.2, 0.0], [0.2, 0.0, 0.0], [-0.2, 0.1, 0.1], [0.1, -0.2, -0.2], [0.0, -0.2, -0.1], [0.1, 0.0, 0.0], [0.0, 0.1, 0.0], [0.0, 0.0, 0.0], [0.0, 0.0, -0.1], [-0.1, 0.1, 0.1], [0.0, 0.0, 0.0], [-0.1, 0.0, 0.0], [0.0, 0.1, 0.0], [0.0, -0.1, 0.0], [0.1, 0.0, 0.0], [-0.1, 0.1, 0.2], [0.0, 0.0, 0.1], [0.0, 0.0, 0.0], [0.0, 0.0, 0.0], [0.1, 0.0, 0.0], [-0.1, 0.0, 0.0], [0.0, 0.0, 0.0], [0.1, 0.0, 0.0], [0.0, 0.1, 0.0], [0.0, 0.0, 0.1], [0.1, 0.0, 0.0], [0.0, -0.1, -0.1], [0.1, -0.1, 0.0], [0.0, -0.1, 0.0], [0.0, 0.1, -0.2], [-0.1, -0.2, 0.0], [0.1, 0.0, 0.1], [-0.1, -0.1, -0.1], [0.1, 0.0, 0.0], [0.1, 0.1, 0.0], [0.0, 0.0, 0.0], [0.0, 0.1, 0.0], [0.0, 0.0, 0.0], [0.0, 0.0, 0.0], [0.0, 0.0, 0.0], [0.0, 0.0, 0.0], [0.0, 0.0, 0.0], [0.0, 0.0, 0.0], [0.0, 0.0, 0.0], [0.0, 0.0, 0.0], [0.0, 0.0, 0.0], [0.0, 0.0, 0.0], [0.0, 0.0, 0.0], [0.0, 0.1, 0.0], [0.0, 0.0, 0.0], [0.0, 0.0, 0.0], [0.0, 0.0, 0.0], [0.0, 0.0, 0.0], [0.0, -0.1, 0.2], [0.0, 0.0, 0.0], [0.0, 0.0, 0.0], [0.0, 0.0, 0.0], [0.0, 0.0, 0.0], [0.1, 0.0, 0.0], [0.0, 0.0, 0.0], [0.0, 0.0, 0.0], [0.0, 0.0, 0.0], [0.0, 0.0, 0.0], [-0.1, -0.1, -0.1], [0.0, 0.0, 0.0], [0.0, 0.0, 0.0], [0.0, 0.0, 0.0], [0.0, 0.0, 0.0]], "smiles": "CCOB(O)[PH2](O)CC(C)C.c1cc[nH]c1.c1cc[nH]c1.c1cc[nH]c1.c1cc[nH]c1", "max_force_ev_per_a": 0.28, "e_lumo_ev": 0.4, "e_tot_ha": -1672.05668, "homo_lumo_gap_ha": 0.3192, "de_lowest_kcal_mol": 0.00, "molar_mass_da": 448.36}

[2]
{"formula": "C22H38ClIN3O6S", "method": "the ωB97M-V functional and the def2-TZVPD basis", "species": ["C", "C", "C", "C", "C", "C", "O", "N", "C", "C", "C", "C", "C", "S", "C", "N", "N", "C", "O", "C", "C", "C", "C", "C", "C", "C", "I", "C", "C", "H", "H", "H", "H", "H", "H", "H", "H", "H", "H", "H", "H", "H", "H", "H", "H", "H", "H", "H", "H", "H", "H", "H", "H", "H", "H", "H", "H", "H", "H", "H", "H", "H", "H", "H", "H", "H", "H", "O", "Cl", "O", "O", "O"], "xyz": [[2.273, 2.733, -2.815], [2.027, 1.275, -3.178], [2.264, 0.251, -2.053], [2.194, -1.139, -2.687], [1.306, 0.505, -0.885], [1.706, 1.665, 0.049], [2.733, 2.318, 0.029], [0.673, 1.802, 0.980], [-0.021, 0.495, 0.990], [-0.752, 0.108, 2.255], [-1.628, 1.248, 2.764], [-3.010, 1.236, 2.081], [-3.363, 2.644, 1.607], [-4.738, 2.647, 0.404], [-3.975, 3.368, -0.964], [-3.956, 4.617, -1.279], [-3.221, 4.735, -2.432], [-2.841, 3.548, -2.737], [-3.279, 2.623, -1.875], [0.870, -0.538, 0.196], [-0.149, -1.547, -0.406], [0.309, -2.990, -0.642], [-0.439, -3.752, -1.766], [-1.830, -3.204, -2.076], [-0.589, -5.227, -1.320], [1.911, -1.003, 1.235], [3.905, -1.448, 0.483], [1.437, -2.142, 2.179], [2.052, -3.537, 2.078], [2.423, 3.292, -3.740], [1.408, 3.187, -2.344], [3.155, 2.870, -2.208], [1.051, 1.123, -3.641], [2.758, 1.016, -3.943], [3.282, 0.425, -1.712], [1.159, -1.445, -2.817], [2.609, -1.084, -3.690], [2.755, -1.895, -2.156], [0.392, 0.869, -1.358], [1.035, 2.030, 1.914], [-0.843, 0.654, 0.271], [-0.018, -0.076, 3.046], [-1.309, -0.817, 2.150], [-1.126, 2.186, 2.590], [-1.750, 1.116, 3.832], [-3.032, 0.517, 1.266], [-3.754, 0.920, 2.808], [-2.477, 3.098, 1.180], [-3.660, 3.245, 2.457], [-2.229, 3.286, -3.576], [-1.076, -1.592, 0.155], [-0.426, -1.146, -1.373], [0.162, -3.546, 0.277], [1.372, -3.052, -0.848], [0.197, -3.792, -2.646], [-2.407, -2.977, -1.188], [-2.345, -3.914, -2.714], [-1.735, -2.306, -2.682], [-1.413, -5.686, -1.864], [-0.851, -5.299, -0.269], [0.290, -5.820, -1.553], [2.089, -0.143, 1.867], [1.618, -1.805, 3.194], [0.363, -2.257, 2.089], [3.014, -3.609, 2.563], [1.398, -4.212, 2.634], [2.090, -3.932, 1.076], [0.998, 4.012, 5.569], [0.795, 3.870, 4.152], [1.339, 2.586, 3.717], [1.452, 4.934, 3.444], [-0.622, 3.879, 3.856]], "forces_ev_per_a": [[-0.4, 0.2, -0.8], [0.7, -0.1, 0.3], [0.2, 0.0, -0.1], [-0.3, 0.3, -0.2], [1.0, 0.2, 0.2], [0.5, 0.7, 0.0], [-0.8, -0.6, 0.0], [1.1, -1.5, 0.7], [-1.7, 0.3, -1.7], [1.5, 0.6, 1.2], [-0.6, -0.9, -0.5], [0.2, 0.5, 0.4], [0.1, -0.6, 0.0], [-0.2, -0.1, 0.1], [0.2, 0.3, -0.2], [-0.3, 0.2, 0.3], [0.2, 0.2, -0.4], [-0.1, 0.5, 0.1], [0.1, -0.5, 0.1], [-1.3, 0.5, 0.2], [1.0, -0.6, -0.5], [-0.2, 0.0, -0.2], [-0.2, -0.9, 1.2], [0.8, 0.2, -0.8], [-0.3, 0.2, -0.6], [-0.2, -0.6, -0.2], [0.0, 0.1, 0.2], [0.4, -0.1, -0.1], [-0.6, -0.2, 0.4], [0.0, 0.1, -0.1], [0.0, 0.1, 0.4], [0.0, -0.1, 0.3], [-0.3, 0.0, 0.1], [0.1, -0.1, -0.2], [0.1, 0.0, 0.1], [-0.1, -0.2, 0.0], [0.2, 0.0, -0.2], [-0.1, -0.2, 0.3], [-0.4, -0.2, 0.1], [-0.1, 0.7, -0.1], [-0.1, -0.1, 0.0], [0.1, -0.1, 0.0], [-0.2, -0.1, -0.3], [0.1, 0.2, 0.2], [0.0, 0.2, 0.3], [0.0, 0.1, -0.3], [-0.2, -0.2, 0.0], [0.0, 0.2, -0.3], [-0.1, 0.3, 0.1], [0.1, -0.3, -0.1], [-0.1, 0.2, 0.3], [-0.1, 0.3, -0.1], [-0.1, -0.1, 0.2], [0.3, 0.2, 0.0], [-0.2, 0.4, -0.4], [-0.2, -0.1, 0.2], [-0.3, -0.2, 0.1], [-0.2, 0.3, 0.1], [-0.1, -0.2, -0.2], [0.1, -0.1, 0.2], [0.3, 0.0, 0.3], [0.4, 0.2, 0.0], [-0.1, 0.1, 0.2], [-0.2, 0.2, -0.1], [0.4, 0.1, -0.1], [-0.1, -0.1, 0.1], [0.3, 0.0, -0.3], [0.0, -0.1, 0.0], [-0.1, 0.2, 0.1], [0.1, -0.2, 0.0], [0.0, -0.1, 0.0], [0.0, 0.2, 0.1]], "max_force_ev_per_a": 2.42, "e_lumo_ev": 2.1, "e_tot_ha": -2632.66009, "homo_lumo_gap_ha": 0.3145, "charge": -1, "molar_mass_da": 634.99}

[3]
{"formula": "C22H38F12HgN4O10S4", "method": "the ωB97M-V functional and the def2-TZVPD basis", "species": ["Hg", "C", "F", "F", "F", "S", "O", "O", "N", "S", "O", "O", "C", "F", "F", "F", "C", "F", "F", "F", "S", "O", "O", "N", "S", "O", "O", "C", "F", "F", "F", "C", "C", "C", "C", "C", "C", "N", "O", "C", "C", "C", "H", "H", "H", "H", "H", "H", "H", "H", "H", "H", "H", "H", "H", "H", "H", "H", "H", "H", "H", "C", "C", "C", "C", "C", "C", "N", "O", "C", "C", "C", "H", "H", "H", "H", "H", "H", "H", "H", "H", "H", "H", "H", "H", "H", "H", "H", "H", "H", "H"], "xyz": [[0.920, 0.286, 0.911], [5.070, -0.520, -0.196], [6.224, 0.064, 0.093], [4.613, 0.067, -1.308], [5.200, -1.802, -0.375], [3.793, -0.079, 1.169], [4.362, 0.086, 2.447], [3.039, 1.100, 0.705], [2.518, -1.276, 1.131], [3.098, -2.635, 1.793], [4.495, -2.688, 2.124], [2.129, -3.088, 2.771], [2.769, -3.953, 0.448], [3.794, -3.992, -0.397], [2.568, -5.117, 1.028], [1.667, -3.662, -0.250], [-3.104, 1.905, 1.942], [-4.024, 2.840, 1.776], [-3.390, 1.210, 3.007], [-3.068, 1.182, 0.843], [-1.503, 2.876, 2.185], [-1.418, 3.711, 1.039], [-1.694, 3.611, 3.422], [-0.318, 1.673, 2.203], [0.306, 1.576, 3.625], [-0.627, 1.398, 4.708], [1.237, 0.449, 3.399], [1.416, 3.114, 3.941], [1.387, 3.880, 2.836], [0.969, 3.686, 5.030], [2.674, 2.716, 4.063], [-1.325, -1.780, 3.042], [-2.099, -2.551, 1.950], [-3.576, -2.377, 2.319], [-4.461, -2.891, 1.199], [-4.115, -2.228, -0.135], [-2.647, -2.320, -0.527], [-1.864, -1.934, 0.636], [-0.518, -1.597, 0.377], [-2.276, -3.656, -1.174], [-2.515, -1.286, -1.685], [-1.654, -4.031, 1.981], [-1.607, -2.114, 4.039], [-1.523, -0.705, 3.049], [-0.242, -1.822, 2.902], [-3.774, -2.880, 3.270], [-3.840, -1.338, 2.538], [-5.507, -2.887, 1.523], [-4.335, -3.984, 1.168], [-4.392, -1.187, 0.043], [-4.741, -2.775, -0.842], [-2.428, -4.560, -0.589], [-2.774, -3.707, -2.141], [-1.202, -3.664, -1.402], [-1.503, -1.397, -2.089], [-3.241, -1.469, -2.471], [-2.587, -0.253, -1.340], [-2.326, -4.781, 1.572], [-1.427, -4.238, 3.026], [-0.727, -4.077, 1.403], [-0.166, -2.388, -0.068], [-0.346, 1.042, -3.819], [1.007, 1.022, -3.071], [2.141, 1.568, -3.942], [2.127, 3.107, -4.142], [2.157, 3.737, -2.759], [1.015, 3.297, -1.828], [0.859, 1.806, -1.813], [-0.160, 1.345, -0.965], [1.534, 3.642, -0.415], [-0.237, 4.105, -2.085], [1.316, -0.418, -2.659], [-0.164, 0.567, -4.785], [-0.693, 2.059, -3.972], [-1.023, 0.436, -3.218], [3.128, 1.374, -3.517], [1.923, 1.144, -4.922], [1.178, 3.258, -4.666], [2.979, 3.465, -4.714], [2.185, 4.819, -2.903], [3.111, 3.455, -2.308], [2.610, 3.608, -0.265], [1.118, 4.586, -0.047], [1.164, 2.993, 0.380], [-1.044, 3.720, -1.453], [-0.065, 5.164, -1.920], [-0.684, 3.969, -3.076], [1.193, -1.096, -3.507], [0.636, -0.809, -1.894], [2.310, -0.528, -2.223], [-0.983, 1.822, -1.177]], "forces_ev_per_a": [[-1.4, -0.1, 0.0], [-0.3, 1.5, -0.1], [-0.1, -0.4, 0.4], [-0.1, -0.4, 0.0], [0.1, -0.1, 0.0], [-2.7, 0.0, 0.2], [1.2, -0.4, 0.3], [1.1, -0.5, -0.8], [4.0, 1.3, -0.6], [-2.5, -2.8, 1.6], [-0.5, 0.6, -0.8], [0.7, 0.6, -0.6], [0.5, 1.1, 0.5], [0.0, -0.5, -0.1], [0.4, -0.2, 0.0], [-0.3, 0.3, -0.2], [0.9, 1.6, 0.2], [-0.5, 0.3, 0.0], [-0.1, -0.8, 0.3], [0.2, -0.8, -0.3], [-1.2, 0.8, 0.6], [0.5, -0.4, -1.3], [0.7, -1.5, -0.7], [-2.6, 2.8, -1.2], [1.8, -3.5, 2.9], [0.8, 0.8, -0.7], [-0.1, 1.3, 0.5], [-0.2, -1.2, -1.1], [-0.5, 0.3, 0.8], [0.3, 0.6, -0.2], [-0.3, 0.0, 0.5], [0.6, 0.5, -0.6], [0.2, 0.2, 0.7], [-0.4, 0.0, -0.4], [0.2, -1.5, 1.0], [-1.0, -0.9, 1.7], [-0.4, 0.6, -0.9], [-1.3, 1.7, 0.6], [-0.3, -1.3, -0.7], [0.7, -0.2, 0.0], [1.3, -0.1, 0.7], [0.5, 0.7, 0.3], [0.2, -0.3, -0.1], [-0.5, -0.1, -0.3], [0.0, -0.5, 0.3], [0.1, -0.3, -0.1], [0.4, 0.2, -0.3], [-0.1, 0.8, -0.5], [0.4, 0.1, -0.4], [0.0, 0.1, -0.8], [0.1, 0.7, -0.6], [-0.4, 0.1, 0.1], [-0.1, -0.3, 0.1], [0.0, 0.1, -0.1], [-0.2, 0.1, -0.3], [-0.1, -0.1, 0.0], [-0.2, -0.1, 0.2], [-0.3, 0.2, 0.1], [0.1, -0.5, -0.1], [0.2, -0.3, 0.2], [0.6, 0.2, 0.2], [1.1, -0.4, -0.1], [-1.2, 0.3, 1.0], [0.0, 1.3, -0.2], [-1.2, -1.3, 0.7], [0.1, -0.4, -0.9], [1.2, 0.0, 1.3], [2.2, 0.7, -0.9], [-0.3, 0.2, -0.5], [-0.8, 0.3, 1.3], [-1.3, -1.0, -0.6], [-0.1, -0.4, 0.1], [-0.5, 0.0, -0.1], [-0.2, -0.1, 0.0], [-0.4, 0.2, -0.3], [-0.1, -0.8, -0.2], [0.8, -0.5, 0.0], [0.2, 0.8, -0.1], [-0.1, -0.2, -0.3], [-0.3, 0.1, 0.6], [0.0, 0.0, 0.1], [0.1, 0.2, -0.5], [0.4, 0.3, -0.4], [-0.3, -0.4, -0.4], [0.1, 0.6, 0.4], [-0.1, 0.0, 0.2], [0.5, 0.2, -0.3], [0.3, 0.0, -0.1], [-0.2, 0.3, -0.1], [0.2, 0.1, -0.3], [0.0, -0.2, 0.2]], "max_force_ev_per_a": 4.87, "e_lumo_ev": -0.8, "e_tot_ha": -4776.83819, "homo_lumo_gap_ha": 0.3036, "de_lowest_kcal_mol": 0.00, "molar_mass_da": 1075.40}